The following is a DFT calculation (ωB97M-V/def2-TZVPD) of a molecular structure, C24H56B2Cs2O12S6 at a distorted geometry.

The geometry in XYZ format:
```
102
Properties=species:S:1:pos:R:3:forces:R:3
Cs 0.2054 -0.7828 -3.1154 -0.082 -0.067 -0.334
Cs -1.7401 -1.5950 1.2242 -0.136 -0.003 -0.065
B -2.7016 -1.9421 -1.8245 0.025 0.026 -0.019
H -3.0313 -2.9405 -1.5820 -1.305 -3.890 0.873
H -1.7538 -1.7817 -1.3345 3.830 0.540 1.702
H -2.5289 -1.8153 -2.8820 0.352 0.528 -4.231
H -3.3806 -1.2173 -1.4027 -2.821 2.941 1.495
B 1.3543 -1.2416 -0.2921 -0.035 -0.034 0.197
H 0.3415 -1.5282 -0.5294 -4.003 -0.977 -0.352
H 1.5362 -0.3141 -0.8126 1.045 3.513 -2.137
H 1.5614 -1.0258 0.7446 0.548 0.512 4.283
H 1.9264 -2.0806 -0.6567 2.413 -2.969 -1.512
C 4.5417 -3.0493 -0.4882 0.641 1.979 -0.700
C 4.0168 -4.4106 -0.7172 0.544 -3.308 -1.296
C 5.1418 -5.5050 -0.7498 1.163 0.390 1.628
S 6.5599 -4.7250 0.0646 -0.066 0.323 3.216
O 7.6829 -4.4865 -0.8043 -0.118 -0.345 -0.347
O 6.7485 -5.4609 1.3412 0.027 1.002 -1.856
C 5.7950 -3.0834 0.4584 -2.139 -1.002 -0.407
H 3.6717 -2.4630 -0.1923 0.460 0.195 1.011
H 4.7373 -2.5065 -1.4129 0.593 -0.432 -0.379
H 3.5481 -4.6383 -1.6745 -0.650 0.962 0.016
H 3.3394 -4.7519 0.0656 -0.087 0.279 0.026
H 5.6448 -5.9728 -1.5961 -0.848 0.496 -0.781
H 4.9096 -6.3088 -0.0512 -0.025 -0.023 -0.144
H 6.4844 -2.2391 0.4541 -0.033 -0.316 -0.313
H 5.3055 -3.1712 1.4283 0.738 -0.178 0.412
C -3.2006 4.3437 3.3209 1.106 0.660 -1.090
C -4.1729 3.4311 3.9865 -1.833 -1.052 1.469
C -3.9031 1.9140 3.8293 0.682 0.592 -1.451
S -3.3044 1.9158 2.0190 -0.298 0.587 -0.050
O -4.3326 1.4161 1.1011 1.027 0.460 1.108
O -1.9597 1.3380 1.9368 -1.017 0.493 0.183
C -3.1767 3.8240 1.8660 -0.598 -1.184 -0.269
H -2.2420 4.4866 3.8196 0.186 -0.610 -0.155
H -3.6137 5.3519 3.2907 -0.142 -0.003 0.057
H -5.1360 3.6852 3.5440 -0.222 -0.403 -0.243
H -4.3778 3.6124 5.0416 0.507 0.297 0.142
H -4.7218 1.2057 3.9558 -0.462 0.540 -0.506
H -3.1546 1.5078 4.5096 0.600 0.423 -0.377
H -4.0653 4.2048 1.3626 -0.678 -0.602 0.355
H -2.4879 4.0291 1.0465 1.106 -0.054 0.883
C -5.1513 3.5483 -3.6148 -0.883 0.198 -0.703
C -4.2978 3.0039 -2.4753 0.410 -0.580 -0.277
C -4.3347 1.4597 -2.4962 -0.584 0.283 1.323
S -5.4296 0.9125 -3.8082 -1.091 -1.154 0.306
O -6.2721 -0.2098 -3.3682 0.881 1.993 -0.382
O -4.7048 0.7259 -5.0417 0.205 0.510 -0.115
C -6.3193 2.5616 -3.8566 0.909 -1.045 0.650
H -4.5792 3.6872 -4.5322 0.056 -0.197 -0.056
H -5.5598 4.5280 -3.3672 0.032 0.043 0.043
H -4.7020 3.3652 -1.5297 0.113 -0.081 0.058
H -3.2490 3.2931 -2.5427 -0.125 0.450 -0.065
H -4.8561 1.1772 -1.5817 -0.055 -0.442 -0.078
H -3.3696 0.9600 -2.4128 -0.185 -0.145 -0.646
H -6.9721 2.5164 -2.9849 -0.065 0.068 0.075
H -6.9473 2.6455 -4.7436 0.438 0.054 -0.107
C 2.8377 2.2495 4.3819 -1.774 -0.500 0.045
C 2.4796 0.7690 4.3593 1.329 -2.540 -0.573
C 3.8099 -0.0587 4.6327 -1.553 1.331 0.842
S 5.0417 0.9185 3.8146 0.348 -0.938 -7.178
O 5.6516 0.3057 2.5666 -2.640 1.091 2.948
O 5.9874 1.3587 4.7168 2.926 1.433 3.869
C 4.0229 2.4904 3.4293 -1.216 -0.879 1.388
H 2.8835 2.5718 5.4222 0.819 0.146 -0.041
H 1.9075 2.6929 4.0267 0.184 0.644 -0.257
H 2.1538 0.4132 3.3819 -0.331 0.490 -0.279
H 1.7656 0.3693 5.0793 -0.212 0.652 0.123
H 3.8249 -1.1381 4.4820 0.026 0.277 -0.607
H 3.9204 0.1216 5.7020 0.815 -0.153 0.021
H 3.5765 2.6462 2.4472 0.627 -0.691 -0.272
H 4.5336 3.4063 3.7267 0.644 -0.499 -0.085
C -1.1754 3.5674 -7.6484 0.839 -0.097 1.893
C -2.0309 2.6836 -6.6829 2.034 1.052 0.003
C -1.3037 2.8165 -5.2799 -0.063 -0.127 0.107
S 0.5606 2.9999 -5.4961 -1.462 1.047 -1.568
O 1.2529 1.8023 -4.9855 -1.003 1.443 -0.899
O 0.9916 4.3384 -5.1102 -0.140 -1.194 0.345
C 0.3155 3.1405 -7.3571 -0.614 -0.855 -0.623
H -1.3197 4.6158 -7.3873 0.115 0.122 -0.084
H -1.5850 3.4085 -8.6459 0.759 -0.056 -0.193
H -1.9565 1.7152 -7.1777 -0.629 -0.340 0.787
H -3.0049 3.1697 -6.7383 -0.256 -0.812 0.625
H -1.3629 2.0595 -4.4979 -0.463 -0.580 -0.530
H -1.6905 3.7008 -4.7734 0.378 0.367 -0.210
H 0.3981 2.1217 -7.7356 0.288 -0.139 -0.034
H 1.0749 3.7548 -7.8409 0.034 0.055 0.460
C 0.7083 -3.7217 2.5893 -2.137 0.711 0.111
C 1.5296 -4.9681 2.5784 1.586 1.054 0.407
C 1.5716 -5.5515 3.9744 -0.575 -1.141 0.727
S 1.2278 -4.2991 5.2525 1.155 1.526 -2.183
O 2.4525 -3.8362 5.9143 -1.466 -0.701 -0.668
O 0.0516 -4.6512 5.9852 -0.279 -0.406 0.785
C 0.6869 -3.1023 3.9558 1.094 1.193 1.411
H -0.2904 -4.0223 2.2725 -0.286 0.245 0.001
H 1.0799 -2.9405 1.9261 -0.051 -0.372 -0.477
H 2.5315 -4.5816 2.3914 0.293 -0.729 -0.686
H 1.0859 -5.5647 1.7814 0.819 -0.608 0.283
H 2.5054 -6.0188 4.2871 -0.103 -0.203 -0.328
H 0.7211 -6.2267 4.0691 0.205 -0.323 0.364
H 1.4410 -2.3183 3.8873 0.249 0.057 0.606
H -0.1855 -2.6109 4.3866 -0.371 -0.294 -0.442
```
Positions in Å, forces in eV/Å.

Computed properties:
Charge: 0
HOMO-LUMO gap, eV: 8.653
Spin multiplicity: 1
LUMO, hartree: -0.019